No. 1
DFT (the ωB97M-V functional and the def2-TZVPD basis) results for a structure of composition C20H15AuF6NO4S2Si.

Calculated values
- Highest occupied orbital energy: -5.8 eV
- Kohn-Sham gap: 8.518 eV
- Energy relative to the best compared isomer or geometry (same formula, charge and spin): 0.00 kJ/mol
- Electronic energy: -80212.112 eV
- Max |F|: 0.25 eV Å⁻¹

The geometry in ORCA input format:
```
! wB97M-V def2-TZVPD RIJCOSX def2/J DEFGRID3
* xyz -1 1
Au 0.21 -0.55 -0.77
F -1.06 -0.03 2.03
C -2.10 0.81 2.10
F -1.62 2.05 2.26
F -2.82 0.50 3.17
S -3.12 0.75 0.56
O -2.19 1.04 -0.49
O -4.18 1.66 0.84
N -3.68 -0.72 0.55
S -3.05 -1.99 -0.12
O -1.67 -1.89 -0.55
O -3.96 -2.63 -1.02
C -2.96 -3.13 1.32
F -2.20 -2.64 2.29
F -4.18 -3.37 1.81
F -2.43 -4.29 0.92
C 5.13 -0.74 2.59
C 3.77 -0.55 2.78
C 2.94 -0.28 1.70
C 3.46 -0.20 0.40
C 4.83 -0.40 0.23
C 5.66 -0.67 1.31
Si 2.31 0.28 -1.04
C 2.34 2.18 -1.08
C 3.52 2.89 -0.89
C 3.55 4.28 -0.94
C 2.38 4.98 -1.19
C 1.19 4.29 -1.38
C 1.17 2.90 -1.32
C 3.23 -0.30 -2.58
C 3.77 0.56 -3.53
C 4.48 0.09 -4.63
C 4.67 -1.28 -4.79
C 4.14 -2.16 -3.86
C 3.43 -1.68 -2.78
H 5.77 -0.95 3.44
H 3.34 -0.61 3.78
H 1.88 -0.15 1.86
H 5.25 -0.36 -0.77
H 6.72 -0.83 1.15
H 4.45 2.36 -0.68
H 4.48 4.81 -0.79
H 2.39 6.07 -1.23
H 0.27 4.83 -1.56
H 0.24 2.37 -1.45
H 3.63 1.63 -3.42
H 4.89 0.78 -5.35
H 5.23 -1.65 -5.64
H 4.28 -3.23 -3.99
H 3.01 -2.38 -2.06
*
```

Atom charges from the Löwdin analysis, given in e for atoms 1 to 5: Au 0.6722; F 0.0903; C -0.6847; F 0.1348; F 0.1316


No. 2
DFT (the ωB97M-V functional and the def2-TZVPD basis) results for a structure of composition C20H15BrFN2O2RhS2.

Calculated values
- Highest occupied orbital energy: -8.1 eV
- Kohn-Sham gap: 7.205 eV
- Energy relative to the best compared isomer or geometry (same formula, charge and spin): 4.22 kJ/mol
- Electronic energy: -125496.677 eV
- Max |F|: 1.51 eV Å⁻¹

The geometry in ORCA input format:
```
! wB97M-V def2-TZVPD RIJCOSX def2/J DEFGRID3
* xyz 0 1
Rh -0.65 0.35 -0.40
Br -2.37 0.68 -2.26
C -3.86 0.50 -1.10
C -5.12 0.61 -1.60
C -6.21 0.46 -0.72
C -5.99 0.21 0.60
C -4.67 0.09 1.12
C -4.44 -0.17 2.49
C -3.17 -0.26 2.96
C -2.06 -0.10 2.10
C -2.23 0.14 0.76
C -3.56 0.25 0.26
H -5.28 0.81 -2.65
H -7.22 0.55 -1.10
H -6.82 0.09 1.28
H -5.29 -0.28 3.16
H -2.99 -0.46 4.01
H -1.07 -0.16 2.51
O 4.71 -0.87 0.14
C 4.19 -0.91 1.38
C 5.07 -1.20 2.42
C 4.61 -1.26 3.72
C 3.27 -1.03 4.01
C 2.40 -0.74 2.98
C 2.83 -0.67 1.66
C 1.85 -0.36 0.60
O 0.61 -0.24 0.97
N 2.28 -0.25 -0.63
N 1.25 0.02 -1.54
C 1.67 0.26 -2.72
S 3.37 0.36 -3.12
C 3.10 0.53 -4.91
C 1.80 1.29 -5.11
S 0.56 0.50 -4.05
H 3.98 -0.65 -0.48
H 6.10 -1.38 2.18
H 5.30 -1.49 4.52
H 2.91 -1.07 5.03
H 1.35 -0.54 3.18
H 3.05 -0.46 -5.36
H 3.95 1.07 -5.32
H 1.45 1.23 -6.14
H 1.91 2.34 -4.82
F -0.59 2.19 0.02
*
```

Atom charges from the Löwdin analysis, given in e for atoms 1 to 5: Rh 0.9973; Br 0.9030; C -0.5571; C -0.1196; C -0.0755


No. 3
DFT (the ωB97M-V functional and the def2-TZVPD basis) results for a cluster of 12 separate species, C20H15Cl48N2O3 in total.

Calculated values
- Highest occupied orbital energy: -5.0 eV
- Kohn-Sham gap: 6.284 eV
- Electronic energy: -631179.294 eV
- Max |F|: 2.33 eV Å⁻¹

The geometry in ORCA input format:
```
! wB97M-V def2-TZVPD RIJCOSX def2/J DEFGRID3
* xyz -1 1
C 2.46 3.54 1.15
C 1.85 3.20 -0.23
O 2.37 2.32 -0.86
N 0.70 3.82 -0.78
C 0.60 5.27 -0.56
C -0.09 5.75 0.77
C -0.71 4.62 1.64
C -2.27 4.58 1.68
C -2.81 3.71 0.53
N -2.64 4.32 -0.82
C -2.26 2.24 0.60
O -2.56 1.60 1.63
O -1.59 1.82 -0.40
H 3.40 4.10 1.01
H 2.69 2.59 1.66
H 1.81 4.11 1.82
H -0.17 3.31 -0.59
H 1.60 5.74 -0.67
H 0.01 5.68 -1.41
H 0.62 6.34 1.39
H -0.91 6.46 0.51
H -0.35 3.60 1.41
H -0.40 4.81 2.69
H -2.72 5.59 1.73
H -2.53 4.09 2.64
H -3.91 3.63 0.67
H -3.52 4.75 -1.10
H -1.89 5.00 -0.83
C -1.73 -2.09 0.12
Cl -1.87 -3.65 -0.73
Cl -3.18 -1.13 -0.18
Cl -1.56 -2.38 1.86
Cl -0.31 -1.21 -0.46
C 2.76 3.89 -4.10
Cl 4.21 3.32 -3.25
Cl 1.42 2.80 -3.76
Cl 2.36 5.52 -3.54
Cl 3.07 3.92 -5.85
C -4.85 -3.64 4.16
Cl -3.40 -4.35 4.91
Cl -4.38 -2.58 2.83
Cl -5.88 -4.95 3.55
Cl -5.73 -2.71 5.38
C 0.40 -6.03 2.23
Cl 1.08 -7.30 3.26
Cl 1.58 -4.71 2.07
Cl 0.03 -6.69 0.63
Cl -1.08 -5.40 2.96
C 4.86 -0.52 -0.77
Cl 5.70 -0.27 0.78
Cl 5.55 -1.95 -1.57
Cl 3.13 -0.77 -0.47
Cl 5.08 0.89 -1.80
C -0.01 -3.53 6.87
Cl -0.51 -2.12 7.81
Cl -0.51 -3.34 5.19
Cl 1.75 -3.70 6.95
Cl -0.77 -4.99 7.54
C 1.51 9.88 -0.52
Cl 2.36 10.14 1.02
Cl 2.17 8.45 -1.32
Cl -0.21 9.63 -0.20
Cl 1.73 11.30 -1.56
C -1.66 -6.14 -3.83
Cl -1.68 -4.43 -4.27
Cl -3.26 -6.85 -4.08
Cl -0.48 -6.99 -4.84
Cl -1.20 -6.31 -2.13
C 6.66 0.24 -5.91
Cl 5.27 1.33 -6.06
Cl 6.12 -1.33 -5.30
Cl 7.41 0.03 -7.51
Cl 7.84 0.94 -4.79
C -4.81 -5.03 -7.49
Cl -5.94 -6.10 -6.64
Cl -3.16 -5.66 -7.29
Cl -5.22 -4.98 -9.21
Cl -4.91 -3.41 -6.81
C -2.94 -6.95 10.32
Cl -4.38 -7.57 9.50
Cl -2.98 -5.18 10.31
Cl -2.93 -7.52 12.00
Cl -1.49 -7.53 9.50
C 2.42 -3.38 -4.15
Cl 2.55 -2.25 -2.80
Cl 2.95 -2.57 -5.64
Cl 3.46 -4.78 -3.84
Cl 0.74 -3.91 -4.32
*
```

Atom charges from the Löwdin analysis, given in e for atoms 1 to 5: C 0.0124; C -0.4938; O -0.0449; N 0.0180; C -0.2490


No. 4
DFT (the ωB97M-V functional and the def2-TZVPD basis) results for the molecule C20H15Cl4F6N3O3.

Calculated values
- SMILES: O=C(NC[C@H]1CCC[N@H+]1[C@@]1([O-])C(=O)C(Cl)=C(Cl)C(Cl)=C1Cl)Nc1cc(C(F)(F)F)cc(C(F)(F)F)c1
- Highest occupied orbital energy: -8.7 eV
- Kohn-Sham gap: 7.229 eV
- Electronic energy: -97990.170 eV
- Max |F|: 3.48 eV Å⁻¹

The geometry in ORCA input format:
```
! wB97M-V def2-TZVPD RIJCOSX def2/J DEFGRID3
* xyz 0 1
O -3.00 0.19 -1.31
C -1.94 -0.12 -1.89
N -0.93 -0.83 -1.31
C -0.97 -1.03 0.12
C -1.66 -2.34 0.45
C -1.02 -3.49 -0.32
C -1.21 -4.69 0.61
C -1.29 -4.15 2.06
N -1.73 -2.68 1.95
C -1.20 -1.80 3.17
O -1.67 -2.31 4.23
C 0.37 -1.75 3.03
O 0.94 -2.75 2.61
C 0.95 -0.51 3.50
Cl 2.65 -0.46 3.54
C 0.17 0.65 3.71
Cl 0.91 2.02 4.44
C -1.17 0.72 3.18
Cl -1.97 2.21 3.14
C -1.77 -0.42 2.78
Cl -3.38 -0.45 2.29
N -1.68 0.18 -3.24
C -2.57 0.84 -4.10
C -2.30 0.87 -5.50
C -3.16 1.54 -6.37
C -2.85 1.55 -7.82
F -3.09 2.79 -8.33
F -1.56 1.23 -8.11
F -3.66 0.69 -8.51
C -4.26 2.23 -5.88
C -4.54 2.19 -4.52
C -5.75 2.92 -3.99
F -5.86 2.84 -2.63
F -5.72 4.26 -4.29
F -6.91 2.43 -4.51
C -3.75 1.47 -3.63
H -0.04 -0.93 -1.76
H 0.06 -1.05 0.55
H -1.54 -0.20 0.59
H -2.74 -2.28 0.21
H -1.59 -3.54 -1.28
H 0.06 -3.32 -0.54
H -2.13 -5.23 0.29
H -0.41 -5.43 0.44
H -2.03 -4.75 2.63
H -0.32 -4.17 2.52
H -2.70 -2.69 2.13
H -0.97 -0.39 -3.69
H -1.40 0.35 -5.82
H -4.86 2.78 -6.58
H -4.05 1.38 -2.59
*
```

Atom charges from the Löwdin analysis, given in e for atoms 1 to 5: O 0.0564; C -0.4751; N 0.0793; C -0.1489; C -0.2464